Record 1
Entry from OMol25: C31H47FeNO2P2S2 as an isolated structure at a distorted geometry (the ωB97M-V functional and the def2-TZVPD basis).

```
! wB97M-V def2-TZVPD RIJCOSX def2/J DEFGRID3
* xyz 1 6
Fe 0.281 0.763 -0.473
C 1.430 1.820 1.315
C 0.437 2.646 0.595
C -0.559 1.711 2.488
C 0.797 1.285 2.468
C -0.797 2.506 1.348
C 2.912 1.947 1.176
H 3.155 2.512 0.270
H 3.404 0.964 1.115
H 3.345 2.465 2.049
C 1.517 0.599 3.561
H 2.363 0.042 3.136
H 0.869 -0.091 4.112
H 1.914 1.348 4.263
C -1.529 1.484 3.567
H -1.746 2.428 4.076
H -1.135 0.788 4.306
H -2.472 1.056 3.213
C -1.942 3.430 1.142
H -1.908 4.267 1.866
H -2.908 2.934 1.282
H -1.916 3.860 0.125
C 0.832 3.868 -0.187
H 1.018 4.716 0.491
H 0.049 4.183 -0.881
H 1.754 3.702 -0.760
C 1.817 -1.413 -3.461
C 2.783 -0.403 -3.591
C 2.744 0.769 -4.511
C 1.332 1.420 -4.685
C 0.301 1.190 -3.589
C -0.440 0.066 -3.564
C -0.398 -1.001 -4.623
C 0.962 -1.701 -4.692
H 3.153 0.526 -5.512
H 0.915 1.101 -5.661
H 3.428 1.533 -4.094
H 1.515 -1.417 -5.606
H 2.110 -2.390 -3.031
H 3.791 -0.568 -3.159
H 0.822 -2.795 -4.766
H -1.173 -1.768 -4.424
H -1.400 -0.002 -3.042
H -0.654 -0.571 -5.614
H 1.468 2.510 -4.792
H 0.070 2.094 -2.990
P 1.177 -1.157 -1.370
P -1.953 0.317 -0.945
C -0.384 -2.267 -1.503
C -1.758 -1.577 -1.315
H -0.218 -2.994 -0.679
H -0.300 -2.840 -2.449
H -2.443 -1.753 -2.156
H -2.255 -1.985 -0.414
C -3.303 0.248 0.252
H -3.301 1.127 0.915
H -3.183 -0.660 0.852
H -4.245 0.170 -0.311
C -2.841 1.496 -2.047
H -3.747 1.018 -2.452
H -2.242 1.905 -2.868
H -3.175 2.340 -1.431
C 2.546 -2.199 -0.662
H 3.221 -1.611 -0.023
H 3.147 -2.595 -1.490
H 2.117 -3.044 -0.089
C 2.065 0.502 -1.336
H 1.734 1.410 -0.766
H 2.122 0.966 -2.339
H 3.065 0.245 -0.957
O -4.035 -3.275 2.742
S -3.117 -2.195 2.974
O -3.646 -0.911 3.402
N -2.064 -1.970 1.696
C -0.796 -1.882 2.072
S 0.383 -1.027 1.049
C -0.556 -2.448 3.420
C 0.607 -2.734 4.179
C 0.458 -3.199 5.495
C -0.795 -3.346 6.098
C -1.952 -3.037 5.376
C -1.797 -2.655 4.048
H 1.598 -2.633 3.744
H 1.361 -3.437 6.051
H -0.853 -3.660 7.141
H -2.945 -3.064 5.837
*
```

F_max in eV/A: 3.6
Energy above the lowest of the compared OMol25 structures with the same formula, charge and spin in kcal/mol: 0.0
LUMO energy (spin up / spin down) in eV: -3.09 / -4.70

Löwdin population analysis, charges in e, atoms 1 to 6: 0.140 -0.327 -0.292 -0.184 -0.287 -0.242



Record 2
Entry from OMol25: C31H47NO2P2S2Y as an isolated structure at a distorted geometry (the ωB97M-V functional and the def2-TZVPD basis).

```
! wB97M-V def2-TZVPD RIJCOSX def2/J DEFGRID3
* xyz 1 1
Y 0.088 -0.307 1.362
C -0.430 -2.691 2.113
C 0.935 -2.809 1.696
C 0.866 -1.281 3.449
C -0.482 -1.754 3.211
C 1.736 -1.943 2.510
C -1.589 -3.446 1.574
H -1.382 -3.904 0.604
H -2.484 -2.825 1.457
H -1.861 -4.253 2.265
C -1.714 -1.204 3.831
H -2.620 -1.378 3.237
H -1.683 -0.117 3.990
H -1.853 -1.639 4.824
C 1.246 -0.188 4.379
H 1.297 -0.569 5.404
H 0.512 0.628 4.409
H 2.199 0.300 4.139
C 3.214 -1.816 2.468
H 3.673 -2.424 3.256
H 3.554 -0.790 2.630
H 3.633 -2.150 1.517
C 1.457 -3.763 0.682
H 1.859 -4.671 1.150
H 2.269 -3.336 0.084
H 0.686 -4.081 -0.022
C -1.837 0.340 -5.951
C -1.741 -0.970 -6.008
C -0.764 -1.815 -6.787
C 0.534 -1.110 -7.239
C 1.330 -0.548 -6.089
C 1.215 0.619 -5.489
C 0.270 1.751 -5.798
C -0.984 1.386 -6.623
H -1.245 -2.256 -7.676
H 0.314 -0.369 -8.016
H -0.488 -2.671 -6.152
H -0.705 1.127 -7.650
H -2.668 0.792 -5.373
H -2.506 -1.585 -5.498
H -1.589 2.306 -6.688
H -0.058 2.181 -4.839
H 1.937 0.879 -4.693
H 0.797 2.567 -6.320
H 1.157 -1.886 -7.715
H 2.126 -1.243 -5.759
P -0.882 -0.583 -1.035
P 1.985 0.824 0.008
C 0.035 0.661 -2.072
C 0.908 1.649 -1.258
H -0.742 1.195 -2.638
H 0.659 0.055 -2.755
H 1.638 2.160 -1.899
H 0.294 2.386 -0.703
C 2.684 2.109 1.086
H 3.349 1.614 1.822
H 1.880 2.641 1.651
H 3.256 2.753 0.389
C 3.307 -0.071 -0.859
H 3.715 0.636 -1.609
H 2.879 -0.979 -1.333
H 4.060 -0.381 -0.105
C -2.613 0.010 -0.865
H -3.142 -0.647 -0.146
H -3.044 -0.060 -1.878
H -2.634 1.040 -0.458
C -0.923 -2.144 -1.957
H 0.094 -2.586 -1.932
H -1.242 -1.879 -2.986
H -1.633 -2.829 -1.447
O 0.808 5.132 4.399
S 0.737 3.725 4.558
O 1.894 3.062 5.106
N 0.322 2.938 3.130
C -0.897 2.421 3.211
S -1.604 1.692 1.855
C -1.589 2.554 4.499
C -2.831 2.012 4.872
C -3.294 2.172 6.176
C -2.481 2.862 7.088
C -1.228 3.384 6.712
C -0.775 3.229 5.406
H -3.423 1.486 4.118
H -4.273 1.774 6.461
H -2.858 2.983 8.103
H -0.618 3.913 7.434
*
```

F_max in eV/A: 2.6
Energy above the lowest of the compared OMol25 structures with the same formula, charge and spin in kcal/mol: 0.0
LUMO energy in eV: -3.00

Löwdin population analysis, charges in e, atoms 1 to 6: 1.000 -0.300 -0.276 -0.308 -0.315 -0.292



Record 3
Entry from OMol25: C31H48BN6ReS3 as an isolated structure (the ωB97M-V functional and the def2-TZVPD basis).

```
! wB97M-V def2-TZVPD RIJCOSX def2/J DEFGRID3
* xyz 3 4
Re -0.938 0.384 0.539
C 0.821 2.907 3.362
C -0.182 1.837 3.778
C -0.967 2.277 5.028
C -1.193 1.492 2.717
C -1.555 2.396 1.698
C -2.601 2.097 0.789
C -3.327 0.895 0.867
C -4.504 0.603 -0.004
C -2.907 -0.048 1.850
C -1.882 0.245 2.757
H 1.587 2.999 4.130
H 0.347 3.886 3.271
H 1.327 2.670 2.423
H 0.353 0.914 4.025
H -1.530 3.191 4.832
H -0.268 2.481 5.838
H -1.660 1.510 5.374
H -1.026 3.334 1.598
H -2.843 2.814 0.014
H -4.511 -0.441 -0.314
H -4.534 1.249 -0.879
H -5.414 0.778 0.576
H -3.398 -1.013 1.897
H -1.601 -0.489 3.503
C 2.787 4.677 -2.723
C 1.932 4.043 -1.624
C 2.359 4.521 -0.240
C 0.476 4.403 -1.885
N 2.181 2.538 -1.666
C 3.474 2.065 -1.762
C 3.419 0.718 -1.798
N 2.099 0.344 -1.715
B 1.724 -1.159 -1.864
N 1.861 -1.970 -0.544
C 2.280 -3.279 -0.600
C 2.383 -3.735 0.665
N 2.033 -2.708 1.516
C 1.707 -1.650 0.749
S 1.211 -0.057 1.293
C 2.143 -2.937 3.020
C 1.265 -4.142 3.354
C 1.676 -1.741 3.834
C 3.615 -3.208 3.319
N 0.355 -1.381 -2.570
C 0.323 -1.435 -3.943
C -0.925 -1.790 -4.316
N -1.670 -1.974 -3.173
C -0.873 -1.688 -2.124
S -1.334 -1.696 -0.426
C -3.140 -2.367 -3.254
C -3.335 -3.224 -4.505
C -3.932 -1.069 -3.358
C -3.562 -3.194 -2.044
C 1.369 1.465 -1.610
S -0.380 1.482 -1.428
H 2.565 5.743 -2.757
H 2.554 4.253 -3.700
H 3.856 4.589 -2.539
H 2.229 5.601 -0.176
H 3.407 4.299 -0.039
H 1.747 4.055 0.535
H 0.426 5.486 -1.992
H -0.176 4.129 -1.059
H 0.099 3.968 -2.811
H 4.320 2.722 -1.820
H 4.206 -0.008 -1.913
H 2.542 -1.620 -2.599
H 2.494 -3.764 -1.536
H 2.698 -4.695 1.029
H 0.225 -3.962 3.076
H 1.305 -4.317 4.428
H 1.602 -5.057 2.870
H 0.630 -1.499 3.641
H 2.296 -0.860 3.679
H 1.760 -2.019 4.884
H 3.989 -4.091 2.803
H 3.732 -3.383 4.388
H 4.234 -2.352 3.046
H 1.202 -1.252 -4.536
H -1.327 -1.950 -5.297
H -3.221 -2.664 -5.431
H -4.358 -3.598 -4.499
H -2.666 -4.085 -4.513
H -3.669 -0.518 -4.262
H -3.742 -0.428 -2.495
H -4.998 -1.291 -3.397
H -2.869 -4.015 -1.851
H -4.533 -3.634 -2.266
H -3.678 -2.602 -1.141
*
```

F_max in eV/A: 0.3
LUMO energy (spin up / spin down) in eV: -8.63 / -10.68

Löwdin population analysis, charges in e, atoms 1 to 6: 0.813 -0.055 -0.386 -0.014 -0.282 -0.069



Record 4
Entry from OMol25: C31H48F24O7P2Tl as an isolated structure at a distorted geometry (the ωB97M-V functional and the def2-TZVPD basis).

```
! wB97M-V def2-TZVPD RIJCOSX def2/J DEFGRID3
* xyz 1 1
C -1.303 5.117 0.036
C -0.212 4.248 0.614
C 0.307 3.046 -0.259
C -0.726 1.943 -0.480
P -0.520 0.823 -1.899
C 1.302 0.397 -2.269
C 1.649 0.256 -3.721
C 3.068 -0.280 -3.912
C 3.486 -0.344 -5.371
C -1.239 1.710 -3.348
C -2.393 2.646 -3.089
C -3.155 3.208 -4.271
C -2.389 4.153 -5.280
C -1.505 -0.693 -1.736
C -3.035 -0.690 -1.743
C -3.605 -0.135 -0.469
C -5.045 -0.534 -0.305
H -1.648 5.721 0.875
H -2.151 4.526 -0.309
H -0.954 5.777 -0.759
H -0.523 3.809 1.562
H 0.606 4.906 0.910
H 1.219 2.596 0.134
H 0.633 3.486 -1.202
H -1.729 2.366 -0.432
H -0.698 1.208 0.325
H 1.444 -0.492 -1.655
H 1.901 1.155 -1.763
H 1.643 1.214 -4.241
H 0.890 -0.364 -4.199
H 3.146 -1.242 -3.405
H 3.726 0.344 -3.307
H 3.506 0.683 -5.735
H 2.837 -0.921 -6.029
H 4.514 -0.705 -5.410
H -1.413 0.916 -4.074
H -0.386 2.260 -3.746
H -1.953 3.458 -2.510
H -3.170 2.142 -2.514
H -3.982 3.813 -3.899
H -3.606 2.394 -4.838
H -1.649 4.822 -4.840
H -3.173 4.618 -5.877
H -1.753 3.521 -5.899
H -1.165 -1.304 -0.901
H -1.099 -1.320 -2.530
H -3.443 -1.695 -1.849
H -3.464 -0.201 -2.618
H -3.440 0.936 -0.356
H -3.130 -0.724 0.316
H -5.665 0.245 -0.748
H -5.367 -0.531 0.736
H -5.288 -1.527 -0.683
Tl 0.325 -2.527 4.965
P 0.556 -1.262 2.039
O 1.032 -2.714 2.196
O -0.828 -1.217 2.750
O 0.680 -0.654 0.621
O 1.369 -0.516 3.167
C -1.200 1.625 3.706
C -2.662 1.801 3.271
C -3.357 0.439 3.211
F -3.501 -0.113 4.376
F -4.621 0.498 2.752
F -3.269 2.663 4.071
F -2.677 2.356 2.047
O -0.534 2.763 4.167
C 0.732 2.582 4.743
C 1.819 2.798 3.734
F 1.662 3.956 3.091
F 3.014 2.739 4.274
F 0.842 3.605 5.590
F 0.881 1.447 5.409
H -0.589 1.176 2.923
H -1.170 0.851 4.473
H -2.855 -0.313 2.603
H 1.852 2.071 2.922
C 4.028 -2.113 2.059
C 4.476 -3.612 2.229
C 3.370 -4.607 2.784
F 3.641 -5.903 2.785
F 2.737 -4.287 3.916
F 4.808 -3.987 1.009
F 5.570 -3.693 2.987
O 5.165 -1.248 1.794
C 5.012 0.174 1.987
C 4.057 0.944 0.998
F 4.137 2.289 0.868
F 4.131 0.424 -0.267
F 4.659 0.450 3.214
F 6.280 0.610 1.871
H 3.534 -1.785 2.973
H 3.291 -2.017 1.262
H 2.575 -4.538 2.042
H 3.055 0.690 1.345
C -0.802 -4.181 0.409
C -2.332 -4.312 0.546
C -2.847 -3.659 1.839
F -4.142 -3.887 2.092
F -2.292 -4.137 2.933
F -2.884 -3.692 -0.514
F -2.671 -5.586 0.467
O -0.489 -4.705 -0.861
C 0.924 -4.778 -1.205
C 1.473 -3.354 -1.470
F 2.762 -3.398 -1.872
F 0.816 -2.730 -2.463
F 1.617 -5.517 -0.363
F 1.062 -5.463 -2.344
H -0.291 -4.756 1.181
H -0.564 -3.117 0.443
H -2.672 -2.586 1.761
H 1.406 -2.748 -0.567
*
```

F_max in eV/A: 4.2
Energy above the lowest of the compared OMol25 structures with the same formula, charge and spin in kcal/mol: 7.5
LUMO energy in eV: -9.36

Löwdin population analysis, charges in e, atoms 1 to 6: -0.094 -0.247 -0.200 -0.287 1.096 -0.235



Record 5
Entry from OMol25: C31H48F3LuN11O3S as an isolated structure at a distorted geometry (the ωB97M-V functional and the def2-TZVPD basis).

```
! wB97M-V def2-TZVPD RIJCOSX def2/J DEFGRID3
* xyz 1 1
Lu -0.039 -0.958 -0.334
C 2.053 -2.113 2.392
C 1.006 -3.237 2.199
N 0.727 -3.464 0.784
C 1.763 -4.250 0.107
C 1.951 -3.781 -1.332
N 1.947 -2.317 -1.426
C 3.216 -1.671 -1.080
C 3.440 -1.556 0.427
N 2.209 -1.265 1.197
H 3.016 -2.543 2.672
H 1.736 -1.497 3.231
H 0.070 -2.942 2.668
H 1.354 -4.144 2.704
H -0.158 -3.951 0.704
H 1.522 -5.315 0.101
H 2.698 -4.141 0.655
H 1.128 -4.153 -1.938
H 2.882 -4.201 -1.729
H 1.757 -2.081 -2.391
H 3.194 -0.677 -1.514
H 4.067 -2.209 -1.513
H 4.180 -0.771 0.587
H 3.877 -2.480 0.800
H 2.269 -0.301 1.498
S -0.151 -0.434 4.972
C 1.064 0.768 4.690
C 1.986 1.299 5.586
C 2.835 2.292 5.133
C 2.754 2.751 3.815
C 1.840 2.215 2.929
C 0.987 1.197 3.357
N 0.011 0.562 2.593
C -0.665 -0.294 3.291
C -1.722 -1.179 2.774
C -2.659 -1.656 3.703
C -3.644 -2.546 3.324
C -3.682 -2.957 2.002
C -2.756 -2.460 1.093
C -1.731 -1.544 1.404
H 2.033 0.943 6.607
H 3.560 2.729 5.809
H 3.416 3.544 3.487
H 1.756 2.582 1.918
H -2.612 -1.322 4.733
H -4.360 -2.916 4.048
H -4.426 -3.677 1.679
H -2.834 -2.841 0.078
C 1.479 5.806 0.074
C 2.654 5.566 -0.871
C 3.968 5.443 -0.101
C 2.387 4.366 -1.804
N 2.114 3.099 -1.123
C 0.947 2.523 -0.825
N 1.188 1.410 -0.179
N 2.534 1.319 -0.083
N 3.100 2.326 -0.638
H 1.607 6.752 0.601
H 1.415 5.020 0.829
H 0.529 5.850 -0.466
H 2.735 6.425 -1.543
H 3.969 4.569 0.551
H 4.118 6.326 0.523
H 4.819 5.354 -0.779
H 3.246 4.200 -2.451
H 1.518 4.579 -2.423
H -0.032 2.899 -1.082
O -1.502 1.168 0.129
H -1.279 1.294 1.067
H -2.463 0.985 0.083
F -2.524 -2.421 -2.156
C -1.206 -2.588 -1.726
F -0.520 -2.670 -2.944
F -1.216 -3.900 -1.316
O -3.295 -0.020 -3.685
C -2.053 0.069 -3.761
C -1.331 0.087 -5.094
C 0.127 0.258 -4.694
C 0.062 0.123 -3.188
O 1.044 0.024 -2.441
N -1.203 0.091 -2.714
H -1.729 0.868 -5.741
H -1.521 -0.872 -5.579
H 0.526 1.243 -4.945
H 0.802 -0.491 -5.105
N -5.055 -1.640 -2.675
C -6.014 -0.575 -2.241
C -5.626 0.011 -0.877
N -4.197 0.227 -0.707
H -5.435 -2.199 -3.432
H -4.780 -2.255 -1.915
H -4.172 -1.146 -3.034
H -7.022 -0.981 -2.213
H -5.963 0.205 -2.995
H -5.989 -0.627 -0.070
H -6.145 0.965 -0.788
H -3.759 0.500 -1.584
H -3.717 -0.597 -0.364
*
```

F_max in eV/A: 1.1
Energy above the lowest of the compared OMol25 structures with the same formula, charge and spin in kcal/mol: 0.0
LUMO energy in eV: -1.78

Löwdin population analysis, charges in e, atoms 1 to 6: 1.735 -0.168 -0.181 -0.100 -0.177 -0.182